Density functional theory data (the ωB97M-V functional and the def2-TZVPD basis) for C10H30O5 as an isolated structure.

As for the maximum force: 5.3 eV/A. Its HOMO energy is -9.0 eV. The value obtained for the orbital gap is 9.295 eV.

```
! wB97M-V def2-TZVPD RIJCOSX def2/J DEFGRID3
* xyz 0 1
O 1.2519 2.7297 1.7204
H -0.9592 -4.0986 0.4994
O -1.6347 -0.2428 -0.3722
H 1.5143 1.9763 -2.2615
H -0.8408 1.8824 -2.1932
H -0.9551 0.2866 0.0514
C -2.6292 -1.6278 -1.9951
H -0.4817 -1.3934 -1.4596
C -0.9144 -2.5710 2.1680
O -0.1451 3.2489 -3.6150
H 0.1669 1.8594 0.9964
H 1.0600 0.3361 -2.7746
H 1.3551 1.0431 -0.7566
O -0.2613 1.1696 0.4843
C -1.3706 -0.7810 -1.6105
H 1.8129 3.5087 1.7174
C -0.4108 1.9275 -3.1938
H -0.5101 -1.5593 2.2017
H -1.0947 0.0838 -2.2139
H 0.5388 -1.1923 1.2462
O 0.7802 -3.2317 0.6461
H 2.4504 1.2776 2.4954
H 2.1907 2.6314 3.5929
H 0.7865 0.6655 4.4066
H 1.7433 0.0789 1.6033
H -2.7751 -2.3050 -1.1535
H -0.8061 -2.3923 -0.0112
C 1.0407 1.3906 -3.0495
H 0.1478 -0.1009 -0.9530
H -1.0250 1.4929 -3.9824
H 2.0918 -1.2238 0.4792
H -2.5494 -2.0749 -2.9859
H -1.8987 -2.5617 2.6362
C 1.3095 -0.5475 0.8239
H 0.3820 0.2630 2.7614
C 1.7036 1.9783 2.8689
H -0.2707 1.8015 3.5806
H -0.3887 3.8427 -2.9011
H 1.0410 -3.4409 -0.2538
C 0.7076 0.3984 -0.1622
C -0.5896 -3.1119 0.7784
H -0.2960 -3.1351 2.8662
C 0.5528 1.1023 3.4357
H -3.4118 -0.8915 -2.1785
H 1.5909 1.5083 -3.9830
*
```